No. 1
Molecular formula: C10H31CoN6O5
Method: DFT, ωB97M-V/def2-TZVPD

Cartesian coordinates (Å):
H 0.171 -0.015 5.132
H 1.355 -3.793 -1.680
H 1.991 3.906 -0.706
H -1.970 -3.872 -3.152
O -0.638 2.857 0.776
N -1.031 -0.039 -3.517
O 1.865 1.606 0.108
H -3.117 0.095 -0.721
O -0.448 -2.887 -2.083
H -3.026 0.160 2.672
H 2.869 -2.078 0.558
H -1.430 -0.254 4.994
H -0.684 -4.927 -2.696
H -2.291 2.565 -2.444
C -1.027 0.926 -2.643
C -2.156 0.725 2.338
Co -0.011 1.009 0.448
H 1.261 -1.229 -1.824
H 3.352 -0.778 -0.469
N 4.048 1.985 0.614
H 0.824 -1.635 0.878
C 0.657 -3.149 -1.145
C -3.392 0.400 0.289
C 1.255 -1.713 -0.848
C 2.920 2.313 0.033
N 0.471 -1.042 0.141
O -0.371 0.875 -1.583
N 0.371 0.757 2.479
C -0.895 -3.894 -2.973
H 4.142 1.296 1.347
H -4.144 -0.304 0.647
N 2.895 3.483 -0.548
H -2.432 1.804 -3.933
H 1.047 0.212 2.996
H -0.407 -3.569 -3.892
H 3.644 4.124 -0.766
C -0.673 0.424 4.600
H 0.318 -3.658 -0.243
C -0.836 0.250 3.077
H -1.522 0.151 -4.379
H 3.490 -2.311 -1.040
H -0.780 -0.798 2.783
H -0.941 1.375 5.061
H 4.956 2.366 0.390
H -0.440 -1.426 -0.066
H -1.508 3.168 1.094
H -0.455 -0.854 -3.361
O -2.188 0.571 0.918
N -2.020 1.774 -3.012
H 0.455 1.673 2.897
H -2.368 1.746 2.653
H -3.941 1.341 0.267
C 2.787 -1.710 -0.465

Output
HOMO energy (spin up / spin down) = -10.50 / -10.45 eV
Kohn-Sham gap (spin up / spin down) = 8.6 / 8.5 eV
Multiplicity = 4
LUMO energy (spin up / spin down) = -0.071 / -0.071 Ha
Charge = +1

No. 2
Molecular formula: C10H31CoN6O5
Method: DFT, ωB97M-V/def2-TZVPD

Cartesian coordinates (Å):
C -17.634 4.326 4.323
H -16.613 4.384 3.947
C -19.573 12.431 5.078
H -18.926 8.524 5.771
C -18.199 2.832 4.430
H -21.232 8.460 4.570
H -18.057 8.182 1.965
H -19.946 3.254 2.605
C -19.269 10.467 3.803
C -17.288 2.090 5.475
H -17.026 -1.054 6.350
C -20.961 4.696 1.514
H -19.790 3.886 4.840
O -20.465 5.389 5.335
N -24.159 7.376 4.145
H -20.470 12.434 5.697
H -17.578 4.842 5.282
N -21.231 5.444 2.517
H -19.707 5.626 4.766
H -19.833 12.826 4.096
H -25.009 6.955 4.492
H -17.772 9.103 4.304
H -19.598 7.358 4.848
N -22.120 8.208 4.161
H -17.207 2.628 6.420
Co -21.687 5.569 6.880
H -21.780 6.271 2.328
C -16.978 0.015 6.559
H -18.235 4.938 3.650
H -20.116 3.044 0.903
N -19.521 8.358 4.972
H -22.260 8.481 3.198
H -19.548 2.743 5.792
H -18.843 13.054 5.595
N -20.330 3.581 1.731
O -18.924 11.146 4.967
H -24.188 7.909 3.288
H -15.915 0.119 6.342
H -16.276 2.169 5.078
C -18.845 8.049 2.706
H -20.337 10.618 3.646
H -18.641 7.014 2.978
H -18.062 2.408 3.435
N -19.561 2.904 4.795
H -19.804 8.027 2.189
H -18.911 11.038 2.947
O -21.133 5.030 0.370
H -20.899 5.281 3.456
C -18.778 8.985 3.901
H -17.224 0.280 7.587
C -23.042 7.485 4.789
O -17.719 0.739 5.613
O -22.793 7.043 5.910

Output
HOMO energy (spin up / spin down) = -14.21 / -14.21 eV
Kohn-Sham gap (spin up / spin down) = 5.5 / 3.1 eV
Multiplicity = 5
LUMO energy (spin up / spin down) = -0.322 / -0.409 Ha
Charge = +2

No. 3
Molecular formula: C10H31N6O5Y
Method: DFT, ωB97M-V/def2-TZVPD

Cartesian coordinates (Å):
H 6.343 38.382 -7.129
C 8.403 32.765 -11.091
H 6.780 41.147 -9.603
N 10.477 40.583 -4.396
H 9.617 39.884 -7.738
C 11.667 41.181 -4.732
H 4.532 40.955 -10.470
H 8.219 31.831 -10.546
H 8.890 32.472 -12.015
H 10.587 38.859 -8.418
H 11.188 34.837 -9.213
H 11.726 43.721 -10.149
N 12.217 40.725 -5.930
H 9.623 36.049 -10.521
O 10.491 41.931 -11.369
N 11.688 40.481 -10.080
H 7.523 34.148 -9.289
C 4.307 40.709 -9.428
H 6.374 41.336 -7.899
Y 12.209 36.771 -7.595
H 12.712 42.645 -9.225
H 9.185 40.968 -8.867
C 8.590 33.994 -9.109
H 8.245 36.738 -9.727
C 7.292 38.912 -7.049
H 10.809 34.043 -7.723
H 12.337 40.464 -9.313
O 11.094 38.628 -7.616
H 7.223 39.629 -6.231
H 10.100 39.881 -5.004
H 3.358 40.177 -9.393
O 9.192 33.674 -10.339
H 11.330 39.636 -10.472
H 9.871 37.242 -9.259
C 7.629 39.637 -8.331
H 8.056 38.187 -6.726
H 7.848 39.035 -9.224
H 8.953 35.575 -7.641
H 10.020 40.797 -3.530
C 9.255 36.381 -9.540
O 12.290 41.915 -4.004
N 11.957 42.784 -9.870
C 9.314 35.191 -8.601
O 5.286 39.900 -8.820
N 8.840 40.437 -8.073
C 11.285 41.762 -10.470
H 7.428 33.213 -11.303
H 8.727 33.154 -8.411
H 13.130 41.059 -6.175
N 10.776 34.901 -8.274
H 4.165 41.649 -8.881
C 6.509 40.589 -8.696
H 11.728 40.119 -6.564

Output
HOMO energy = -13.73 eV
Kohn-Sham gap = 3.0 eV
LUMO energy = -0.396 Ha
Charge = +2

No. 4
Molecular formula: C10H31NO6
Method: DFT, ωB97M-V/def2-TZVPD

Cartesian coordinates (Å):
H -18.105 -36.618 -28.508
H -20.542 -29.269 -27.388
C -19.591 -34.052 -27.267
H -22.108 -30.625 -24.931
H -17.644 -24.262 -27.594
H -23.685 -30.224 -25.693
H -20.394 -28.714 -29.696
C -18.113 -35.764 -27.832
C -19.666 -28.414 -28.942
H -17.116 -26.138 -25.588
H -15.311 -25.920 -27.614
C -22.324 -28.058 -25.841
N -21.154 -32.228 -26.755
O -19.704 -29.358 -27.849
C -22.556 -31.697 -26.701
H -19.782 -27.363 -28.679
H -21.848 -27.290 -26.449
O -22.093 -29.258 -26.564
H -15.686 -27.340 -26.649
H -22.948 -31.484 -27.696
C -21.013 -33.526 -27.345
H -21.427 -33.504 -28.352
C -18.055 -23.961 -29.421
O -16.596 -28.784 -32.695
C -22.626 -30.419 -25.867
H -22.010 -28.171 -24.803
H -23.381 -27.794 -25.790
C -16.127 -26.544 -27.249
H -18.304 -23.082 -30.016
H -18.657 -28.472 -29.352
H -20.618 -31.549 -27.277
H -17.055 -24.247 -29.747
H -23.277 -32.430 -26.340
H -18.673 -24.842 -29.592
O -16.890 -25.707 -26.415
H -16.590 -28.313 -33.531
O -18.124 -23.566 -28.048
C -16.739 -27.806 -31.674
H -19.280 -34.034 -26.223
H -16.652 -28.335 -30.725
H -17.696 -27.308 -31.830
O -19.480 -35.312 -27.886
H -16.667 -27.047 -28.051
H -18.955 -33.337 -27.788
H -21.596 -34.086 -26.613
H -17.912 -36.118 -26.821
H -17.358 -35.009 -28.051
H -15.920 -27.088 -31.730

Output
HOMO energy (spin up / spin down) = -11.61 / -11.61 eV
Kohn-Sham gap (spin up / spin down) = 8.9 / 3.4 eV
Multiplicity = 2
LUMO energy (spin up / spin down) = -0.098 / -0.303 Ha
Charge = +1

No. 5
Molecular formula: C10H31NOP2Sr
Method: DFT, ωB97M-V/def2-TZVPD

Cartesian coordinates (Å):
H -0.120 6.420 2.005
H -1.373 3.144 2.884
C -0.163 3.205 1.014
H 1.028 6.197 0.224
H 3.736 0.447 -0.390
C 2.539 0.903 2.438
H -3.320 -1.462 0.492
H 0.206 -1.842 -0.613
Sr 0.177 0.392 -0.275
O 0.306 2.578 0.085
H 3.033 -2.067 2.659
H 1.914 4.661 0.033
H 4.433 -0.799 0.733
H -1.520 0.491 -3.430
H -4.071 -1.601 -1.157
C 3.592 -0.528 0.099
H 1.869 1.081 -2.601
H -3.377 1.511 0.088
N 0.074 4.525 1.077
C -3.259 1.314 -0.988
H 1.229 -1.934 2.850
H 1.672 1.046 3.099
P 2.232 -0.439 1.281
H 2.740 1.837 1.896
H -0.386 1.704 2.569
H 1.906 -2.795 1.428
H 0.456 4.988 -0.957
C 0.908 5.121 0.042
P -2.290 -0.181 -1.243
H -2.987 -0.579 -3.393
C -0.446 5.375 2.147
H -1.868 1.999 1.612
H -0.079 5.022 3.125
C -3.147 -1.598 -0.584
C -0.990 2.488 2.076
H -2.765 2.172 -1.466
H 3.379 -1.293 -0.664
H -2.544 -2.501 -0.747
C 2.075 -1.986 2.151
H -1.548 5.347 2.152
H 3.412 0.551 2.983
H -4.204 1.064 -1.465
H -1.322 -1.275 -3.162
H 1.206 1.121 -2.967
C -1.985 -0.411 -3.004
H -0.912 -0.475 1.589

Output
HOMO energy = -5.32 eV
Kohn-Sham gap = 5.5 eV
LUMO energy = 0.005 Ha